#1
2 unconnected molecules or ions with the total composition Br2H2NOP, computed with wB97M-V/def2-TZVPD.

Bonds (Å) are listed after each position.
Atoms and positions in Å:
1 N -1.13 -0.08 -1.17  H6 1.096, H7 1.086
2 O 0.78 -1.65 1.03  P3 1.438
3 P 0.48 -0.28 0.72  O2 1.438, Br4 2.357, Br5 2.174
4 Br 2.37 1.11 0.45  P3 2.357
5 Br -0.58 0.63 2.39  P3 2.174
6 H -0.61 -0.67 -1.94  N1 1.096
7 H -1.31 0.94 -1.47  N1 1.086

Computed properties:
- E_HOMO (spin up / spin down): -10.109 / -10.133 eV
- Orbital gap (spin up / spin down): 0.28038 / 0.28089 Eh
- Spin multiplicity: 1

***

#2
2 unconnected molecules or ions with the total composition Br2H2NOP, computed with wB97M-V/def2-TZVPD.

Bonds (Å) are listed after each position.
Atoms and positions in Å:
1 N -0.23 0.37 -0.09  P3 1.646, H6 1.021, H7 0.991
2 O -1.66 0.65 -2.42  P3 1.483
3 P -0.57 1.11 -1.53  N1 1.646, O2 1.483, Br4 2.203
4 Br -0.50 3.20 -0.85  P3 2.203
5 Br 2.38 0.88 -2.74  no bonds
6 H 0.76 0.40 0.17  N1 1.021
7 H -0.78 -0.36 0.28  N1 0.991

Computed properties:
- E_HOMO (spin up / spin down): -9.667 / -9.664 eV
- Orbital gap (spin up / spin down): 0.24907 / 0.24875 Eh
- Spin multiplicity: 1

***

Top of the stability list: #2, leading by 27.7 kcal/mol.

***

#1
2 unconnected molecules or ions with the total composition C2H7N2S, computed with wB97M-V/def2-TZVPD.

Bonds (Å) are listed after each position.
Atoms and positions in Å:
1 C -1.10 1.74 1.23  S2 1.923, H3 1.061, H4 1.181, H5 1.173
2 S -0.62 2.70 -0.37  C1 1.923
3 H -2.16 1.79 1.23  C1 1.061
4 H -0.80 2.25 2.25  C1 1.181
5 H -0.85 0.61 1.39  C1 1.173
6 N -0.05 -0.78 -0.54  C7 1.323, H9 0.953, H10 1.133
7 C 1.11 -1.35 -0.80  N6 1.323, N8 1.283, H11 1.104
8 N 1.17 -2.56 -1.23  C7 1.283, H12 1.052
9 H -0.78 -1.34 -0.80  N6 0.953
10 H 0.00 0.35 -0.66  N6 1.133
11 H 1.89 -0.64 -0.50  C7 1.104
12 H 2.20 -2.77 -1.21  N8 1.052

Computed properties:
- E_HOMO: -2.816 eV
- Orbital gap: 0.25011 Eh
- Charge: -1
- Spin multiplicity: 1

***

#2
2 unconnected molecules or ions with the total composition C2H7N2S, computed with wB97M-V/def2-TZVPD.

Bonds (Å) are listed after each position.
Atoms and positions in Å:
1 C 0.16 -0.52 -2.17  S2 1.850, H3 1.218, H4 1.154, H5 1.121
2 S -0.34 1.15 -1.54  C1 1.850
3 H 0.66 -1.25 -1.33  C1 1.218
4 H 0.79 -0.46 -3.14  C1 1.154
5 H -0.82 -1.00 -2.42  C1 1.121
6 N -0.62 -1.05 1.26  C7 1.358, H9 1.155, H10 1.093
7 C 0.32 -0.81 2.21  N6 1.358, N8 1.255, H11 1.049
8 N 0.86 0.29 2.48  C7 1.255, H12 0.986
9 H -1.09 -0.15 0.71  N6 1.155
10 H -0.33 -1.51 0.31  N6 1.093
11 H 0.76 -1.72 2.46  C7 1.049
12 H 0.79 0.98 1.77  N8 0.986

Computed properties:
- E_HOMO: -2.712 eV
- Orbital gap: 0.25494 Eh
- Charge: -1
- Spin multiplicity: 1

***

Top of the stability list: #1, leading by 16.6 kcal/mol.

***

#1
A single C3H4OS2 molecule, computed with wB97M-V/def2-TZVPD.

Bonds (Å) are listed after each position.
Atoms and positions in Å:
1 C 0.54 1.26 -0.05  O2 1.415, H7 1.109, H8 1.089, H9 1.215
2 O -0.76 0.80 -0.36  C1 1.415, C3 1.252
3 C -1.06 -0.37 -0.05  O2 1.252, S4 1.560, C5 1.495
4 S -2.47 -0.98 -0.34  C3 1.560
5 C -0.02 -1.37 0.36  C3 1.495, S6 1.661, H10 1.072
6 S 1.43 -1.38 -0.45  C5 1.661
7 H 1.03 1.03 -1.02  C1 1.109
8 H 1.00 0.59 0.67  C1 1.089
9 H 0.52 2.47 0.07  C1 1.215
10 H -0.22 -2.05 1.17  C5 1.072

Computed properties:
- E_HOMO: -8.890 eV
- Orbital gap: 0.27284 Eh
- Spin multiplicity: 1
- Structure (SMILES): COC(=S)C=S

***

#2
A single C3H4OS2 molecule, computed with wB97M-V/def2-TZVPD.

Bonds (Å) are listed after each position.
Atoms and positions in Å:
1 C 2.26 0.53 -0.09  C2 1.398, S5 1.768, S6 1.818
2 C 0.90 0.79 0.11  C1 1.398, C3 1.528, H7 1.045
3 C -0.06 -0.40 0.02  C2 1.528, H8 1.120, H9 1.034, H10 1.155
4 O 3.57 -1.76 0.54  S6 1.449
5 S 3.82 1.33 0.10  C1 1.768, S6 2.166
6 S 3.50 -0.73 -0.49  C1 1.818, O4 1.449, S5 2.166
7 H 0.52 1.60 0.65  C2 1.045
8 H 0.51 -1.35 0.14  C3 1.120
9 H -0.51 -0.45 -0.91  C3 1.034
10 H -0.85 -0.06 0.79  C3 1.155

Computed properties:
- E_HOMO: -8.832 eV
- Orbital gap: 0.31277 Eh
- Spin multiplicity: 1

***

#3
A single C3H4OS2 molecule, computed with wB97M-V/def2-TZVPD.

Bonds (Å) are listed after each position.
Atoms and positions in Å:
1 S -1.05 1.15 -2.22  C2 1.683
2 C -0.37 0.37 -0.89  S1 1.683, C3 1.516, O6 1.357
3 C -0.96 0.69 0.47  C2 1.516, S4 1.702, H7 1.121, H8 1.189
4 S 0.11 -0.15 1.49  C3 1.702, C5 1.856
5 C 1.26 -0.80 0.18  S4 1.856, O6 1.414, H9 1.239, H10 1.064
6 O 0.51 -0.66 -1.01  C2 1.357, C5 1.414
7 H -1.22 1.76 0.68  C3 1.121
8 H -2.02 0.15 0.50  C3 1.189
9 H 1.48 -1.99 0.41  C5 1.239
10 H 2.26 -0.51 0.38  C5 1.064

Computed properties:
- E_HOMO: -8.865 eV
- Orbital gap: 0.31744 Eh
- Spin multiplicity: 1
- Structure (SMILES): S=C1CSCO1

***

#4
A single C3H4OS2 molecule, computed with wB97M-V/def2-TZVPD.

Bonds (Å) are listed after each position.
Atoms and positions in Å:
1 C 0.04 -0.31 0.49  C2 1.469, H7 1.027, H8 1.081, H9 1.140
2 C 0.46 1.09 0.40  C1 1.469, C3 1.337, O6 1.539
3 C -0.07 1.97 -0.46  C2 1.337, S4 1.788, H10 1.056
4 S 0.58 3.62 -0.26  C3 1.788, S5 2.124
5 S 1.08 3.08 1.73  S4 2.124, O6 1.638
6 O 1.61 1.58 1.30  C2 1.539, S5 1.638
7 H 0.46 -1.05 1.07  C1 1.027
8 H 0.21 -0.78 -0.47  C1 1.081
9 H -1.07 -0.42 0.75  C1 1.140
10 H -0.97 1.93 -1.01  C3 1.056

Computed properties:
- E_HOMO: -8.318 eV
- Orbital gap: 0.31131 Eh
- Spin multiplicity: 1
- Structure (SMILES): CC1=CSSO1

***

Top of the stability list: #3, leading by 1.8 kcal/mol.

***

#1
2 unconnected molecules or ions with the total composition C5H11O2, computed with wB97M-V/def2-TZVPD.

Bonds (Å) are listed after each position.
Atoms and positions in Å:
1 C 0.00 2.02 -1.18  C2 1.496, C3 1.601, H6 1.075, H7 1.141
2 C -0.67 1.65 0.11  C1 1.496, H8 1.069, H9 1.239, H10 1.074
3 C 0.94 0.80 -1.60  C1 1.601, O4 1.235, O5 1.219
4 O 0.39 -0.16 -2.14  C3 1.235
5 O 2.11 0.84 -1.25  C3 1.219
6 H -0.84 2.10 -1.85  C1 1.075
7 H 0.62 2.97 -1.09  C1 1.141
8 H -1.26 2.48 0.45  C2 1.069
9 H 0.14 1.44 1.02  C2 1.239
10 H -1.10 0.67 0.10  C2 1.074
11 C 0.30 -2.22 0.37  C12 1.520, H13 1.103, H14 1.124, H15 1.128
12 C -0.35 -1.53 1.56  C11 1.520, H16 1.163, H17 1.095, H18 1.109
13 H 1.36 -2.36 0.65  C11 1.103
14 H -0.16 -3.13 -0.09  C11 1.124
15 H 0.16 -1.59 -0.55  C11 1.128
16 H -1.35 -2.05 1.83  C12 1.163
17 H 0.43 -1.45 2.33  C12 1.095
18 H -0.69 -0.50 1.33  C12 1.109

Computed properties:
- E_HOMO: -3.953 eV
- Orbital gap: 0.29469 Eh
- Charge: -1
- Spin multiplicity: 1

***

#2
2 unconnected molecules or ions with the total composition C5H11O2, computed with wB97M-V/def2-TZVPD.

Bonds (Å) are listed after each position.
Atoms and positions in Å:
1 C -1.82 0.13 -0.40  C2 1.527, C3 1.546, H4 1.090, H5 1.093
2 C -2.20 -0.42 0.97  C1 1.527, H6 1.084, H7 1.101, H10 1.088
3 C -0.72 1.22 -0.31  C1 1.546, H8 1.093, H9 1.083, H11 1.090
4 H -1.43 -0.64 -1.06  C1 1.090
5 H -2.72 0.54 -0.86  C1 1.093
6 H -1.51 -1.15 1.37  C2 1.084
7 H -3.19 -0.90 0.97  C2 1.101
8 H -0.15 1.10 0.61  C3 1.093
9 H -0.01 1.06 -1.10  C3 1.083
10 H -2.36 0.40 1.68  C2 1.088
11 H -1.13 2.23 -0.22  C3 1.090
12 C 2.37 -1.14 -0.33  C13 1.526, H16 1.093, H17 1.090, H18 1.097
13 C 2.59 0.33 -0.01  C12 1.526, O14 1.261, O15 1.253
14 O 2.85 1.05 -1.01  C13 1.261
15 O 2.46 0.73 1.17  C13 1.253
16 H 1.36 -1.32 -0.69  C12 1.093
17 H 2.60 -1.91 0.41  C12 1.090
18 H 3.02 -1.30 -1.20  C12 1.097

Computed properties:
- E_HOMO: -3.751 eV
- Orbital gap: 0.27510 Eh
- Charge: -1
- Spin multiplicity: 1

***

#3
A gas-phase ion, C5H11O2 (charge -1), computed with wB97M-V/def2-TZVPD.

Bonds (Å) are listed after each position.
Atoms and positions in Å:
1 O 3.02 0.04 0.24  C2 1.324
2 C 1.84 0.13 -0.36  O1 1.324, C3 1.560, H8 1.130, H9 1.130
3 C 0.83 -0.96 0.12  C2 1.560, C4 1.543, H10 1.098, H11 1.091
4 C -0.55 -1.03 -0.56  C3 1.543, C5 1.515, H12 1.090, H13 1.091
5 C -1.11 0.33 -0.96  C4 1.515, C6 1.515, H14 1.085, H15 1.092
6 C -1.51 1.18 0.23  C5 1.515, O7 1.443, H16 1.088, H17 1.091
7 O -2.36 0.48 1.17  C6 1.443, H18 0.968
8 H 1.87 0.03 -1.48  C2 1.130
9 H 1.30 1.12 -0.23  C2 1.130
10 H 0.73 -0.80 1.20  C3 1.098
11 H 1.36 -1.89 -0.08  C3 1.091
12 H -0.48 -1.65 -1.45  C4 1.090
13 H -1.23 -1.50 0.15  C4 1.091
14 H -0.36 0.90 -1.50  C5 1.085
15 H -1.97 0.21 -1.61  C5 1.092
16 H -0.61 1.49 0.75  C6 1.088
17 H -2.09 2.05 -0.07  C6 1.091
18 H -1.81 0.23 1.92  O7 0.968

Computed properties:
- E_HOMO: -2.257 eV
- Orbital gap: 0.21726 Eh
- Charge: -1
- Spin multiplicity: 1
- Structure (SMILES): [O-]CCCCCO

***

Top of the stability list: #2, leading by 22.5 kcal/mol.

***

#1
2 unconnected molecules or ions with the total composition C5H11O2, computed with wB97M-V/def2-TZVPD.

Bonds (Å) are listed after each position.
Atoms and positions in Å:
1 C 1.27 -2.59 -0.80  C2 1.522, C3 1.505, H4 1.090, H5 1.095
2 C 1.16 -1.39 -1.73  C1 1.522, H6 1.088, H7 1.103, H10 1.087
3 C 1.32 -2.27 0.67  C1 1.505, H8 1.089, H9 1.095, H11 1.101
4 H 0.43 -3.26 -1.00  C1 1.090
5 H 2.12 -3.22 -1.10  C1 1.095
6 H 0.24 -0.85 -1.53  C2 1.088
7 H 1.03 -1.75 -2.77  C2 1.103
8 H 2.31 -1.98 1.02  C3 1.089
9 H 0.62 -1.48 0.97  C3 1.095
10 H 1.96 -0.66 -1.71  C2 1.087
11 H 1.02 -3.14 1.28  C3 1.101
12 C 0.21 1.94 0.96  C13 1.568, H16 1.088, H17 1.085, H18 1.094
13 C -1.24 1.65 0.43  C12 1.568, O14 1.247, O15 1.251
14 O -1.72 2.52 -0.32  C13 1.247
15 O -1.73 0.57 0.84  C13 1.251
16 H 0.74 1.02 1.16  C12 1.088
17 H 0.15 2.55 1.86  C12 1.085
18 H 0.78 2.47 0.18  C12 1.094

Computed properties:
- E_HOMO: -3.857 eV
- Orbital gap: 0.27771 Eh
- Charge: -1
- Spin multiplicity: 1

***

#2
2 unconnected molecules or ions with the total composition C5H11O2, computed with wB97M-V/def2-TZVPD.

Bonds (Å) are listed after each position.
Atoms and positions in Å:
1 C 2.71 -1.03 0.99  C2 1.550, C3 1.520, H4 1.108, H5 1.094
2 C 1.78 -2.13 0.42  C1 1.550, H6 1.092, H7 1.083, H10 1.103
3 C 2.12 0.35 0.77  C1 1.520, H8 1.091, H9 1.091, H11 1.090
4 H 2.80 -1.30 2.06  C1 1.108
5 H 3.75 -1.20 0.69  C1 1.094
6 H 0.74 -1.80 0.43  C2 1.092
7 H 1.89 -3.09 0.93  C2 1.083
8 H 2.39 0.79 -0.19  C3 1.091
9 H 1.03 0.38 0.85  C3 1.091
10 H 2.00 -2.24 -0.65  C2 1.103
11 H 2.40 1.06 1.55  C3 1.090
12 C -1.03 1.62 -1.37  C13 1.655, H16 1.083, H17 1.097, H18 1.095
13 C -2.01 0.64 -0.47  C12 1.655, O14 1.227, O15 1.252
14 O -2.88 0.03 -1.09  C13 1.227
15 O -1.57 0.65 0.70  C13 1.252
16 H -0.15 1.72 -0.75  C12 1.083
17 H -1.58 2.55 -1.54  C12 1.097
18 H -0.86 1.20 -2.37  C12 1.095

Computed properties:
- E_HOMO: -3.581 eV
- Orbital gap: 0.26947 Eh
- Charge: -1
- Spin multiplicity: 1

***

Top of the stability list: #1, leading by 9.1 kcal/mol.

***

#1
A single C5H14N2 molecule, computed with wB97M-V/def2-TZVPD.

Bonds (Å) are listed after each position.
Atoms and positions in Å:
1 N -0.11 -3.27 0.39  C2 1.524, H8 1.038, H9 0.986
2 C 0.08 -2.26 -0.73  N1 1.524, C3 1.565, H10 1.092, H11 1.125
3 C 0.59 -0.86 -0.25  C2 1.565, C4 1.563, H12 1.071, H13 1.067
4 C -0.45 -0.11 0.64  C3 1.563, C5 1.536, H14 1.053, H15 1.123
5 C -0.95 1.23 0.10  C4 1.536, C6 1.565, H16 1.091, H17 1.055
6 C 0.08 2.25 -0.51  C5 1.565, N7 1.480, H18 1.126, H19 1.089
7 N 0.22 3.31 0.51  C6 1.480, H20 1.078, H21 0.990
8 H 0.41 -4.15 0.22  N1 1.038
9 H 0.06 -3.03 1.33  N1 0.986
10 H -0.96 -2.30 -1.07  C2 1.092
11 H 0.77 -2.58 -1.56  C2 1.125
12 H 0.86 -0.40 -1.18  C3 1.071
13 H 1.48 -1.06 0.31  C3 1.067
14 H -1.28 -0.72 0.86  C4 1.053
15 H 0.11 0.07 1.60  C4 1.123
16 H -1.50 0.95 -0.80  C5 1.091
17 H -1.54 1.77 0.80  C5 1.055
18 H 1.00 1.62 -0.67  C6 1.126
19 H -0.47 2.54 -1.40  C6 1.089
20 H 0.90 4.05 0.12  N7 1.078
21 H 0.70 2.97 1.30  N7 0.990

Computed properties:
- E_HOMO: -8.895 eV
- Orbital gap: 0.36519 Eh
- Spin multiplicity: 1
- Structure (SMILES): NCCCCCN

***

#2
A single C5H14N2 molecule, computed with wB97M-V/def2-TZVPD.

Bonds (Å) are listed after each position.
Atoms and positions in Å:
1 C 1.74 1.38 1.22  C2 1.552, H8 1.072, H9 1.114, H10 1.171
2 C 1.17 -0.02 0.84  C1 1.552, C3 1.497, H11 1.133, H12 1.133
3 C 0.39 0.02 -0.43  C2 1.497, N4 1.523, C5 1.605, H13 1.155
4 N 1.20 0.25 -1.71  C3 1.523, H14 1.131, H15 0.991
5 C -0.52 -1.29 -0.57  C3 1.605, N6 1.526, H16 1.062, H17 1.124
6 N -1.67 -1.15 0.42  C5 1.526, C7 1.550, H18 0.967
7 C -2.62 -0.03 -0.08  N6 1.550, H19 1.118, H20 1.133, H21 1.098
8 H 1.65 2.06 0.40  C1 1.072
9 H 1.11 1.99 1.90  C1 1.114
10 H 2.81 1.16 1.64  C1 1.171
11 H 1.94 -0.81 0.58  C2 1.133
12 H 0.67 -0.53 1.72  C2 1.133
13 H -0.25 0.99 -0.39  C3 1.155
14 H 1.80 1.20 -1.62  N4 1.131
15 H 1.76 -0.56 -1.77  N4 0.991
16 H -0.79 -1.28 -1.60  C5 1.062
17 H 0.23 -2.12 -0.42  C5 1.124
18 H -2.09 -1.99 0.65  N6 0.967
19 H -2.07 0.81 -0.56  C7 1.118
20 H -3.22 -0.43 -0.96  C7 1.133
21 H -3.24 0.35 0.73  C7 1.098

Computed properties:
- E_HOMO: -8.789 eV
- Orbital gap: 0.36573 Eh
- Spin multiplicity: 1
- Structure (SMILES): CC[C@@H](N)CNC

***

#3
A single C5H14N2 molecule, computed with wB97M-V/def2-TZVPD.

Bonds (Å) are listed after each position.
Atoms and positions in Å:
1 C -1.52 1.56 0.08  C2 1.555, H8 1.078, H9 1.118, H10 1.150
2 C -1.24 0.06 -0.18  C1 1.555, N3 1.468, C4 1.508, H11 1.085
3 N -2.34 -0.68 -0.81  C2 1.468, H12 1.013, H13 1.013
4 C 0.06 -0.15 -0.91  C2 1.508, C5 1.516, H14 1.089, H15 1.107
5 C 1.30 0.34 -0.18  C4 1.516, C6 1.536, H16 1.120, H17 1.080
6 C 1.70 -0.28 1.16  C5 1.536, N7 1.489, H18 1.076, H19 1.082
7 N 2.04 -1.73 1.13  C6 1.489, H20 1.011, H21 1.010
8 H -2.49 1.73 0.51  C1 1.078
9 H -1.37 2.11 -0.88  C1 1.118
10 H -0.74 1.95 0.83  C1 1.150
11 H -1.26 -0.32 0.84  C2 1.085
12 H -3.23 -0.24 -0.64  N3 1.013
13 H -2.27 -0.61 -1.82  N3 1.013
14 H -0.06 0.26 -1.91  C4 1.089
15 H 0.29 -1.22 -1.09  C4 1.107
16 H 2.10 0.10 -0.93  C5 1.120
17 H 1.43 1.41 -0.08  C5 1.080
18 H 0.90 -0.12 1.87  C6 1.076
19 H 2.65 0.09 1.51  C6 1.082
20 H 2.80 -1.94 0.49  N7 1.011
21 H 1.25 -2.34 1.01  N7 1.010

Computed properties:
- E_HOMO: -9.015 eV
- Orbital gap: 0.37111 Eh
- Spin multiplicity: 1
- Structure (SMILES): C[C@@H](N)CCCN

***

Top of the stability list: #3, leading by 22.5 kcal/mol.